Entry 1:
91
Properties=species:S:1:pos:R:3:forces:R:3 method="wB97M-V/def2-TZVPD" total_charge=+2 s_squared=2.007 relative_energy_kcal_mol=2.9 spin_multiplicity=3 homo_lumo_gap_ev="8.31 / 8.50"
Ni -0.4270 -0.2585 -0.0768 -0.38 0.18 -0.03
C 3.4814 3.5968 -0.4241 -0.05 -0.01 0.01
N 2.4597 2.7943 0.2401 0.07 0.06 -0.10
C 2.3108 3.0595 1.6663 0.02 -0.02 -0.01
C 1.6437 1.9552 -0.3811 -0.14 0.10 0.03
O 0.7433 1.3603 0.2381 0.32 -0.25 0.01
C 1.8039 1.7638 -1.8858 0.09 0.05 0.03
O 0.7684 0.9447 -2.3691 -0.05 0.03 -0.05
C 1.1361 -0.1205 -3.2016 -0.04 -0.04 -0.04
C 1.1063 -1.4350 -2.4298 0.01 -0.10 -0.01
O 0.4481 -1.5285 -1.3738 0.04 0.18 0.05
N 1.7529 -2.4789 -2.9237 -0.02 -0.01 -0.10
C 1.7564 -3.7548 -2.2086 -0.01 0.06 -0.04
C 2.4319 -2.4579 -4.2213 -0.03 -0.03 0.05
H 4.4347 3.4557 0.0839 0.00 0.00 0.00
H 3.2080 4.6516 -0.3718 0.01 0.00 -0.01
H 3.6031 3.3196 -1.4649 0.02 -0.01 0.00
H 3.2514 2.8417 2.1718 0.00 0.00 0.02
H 1.5216 2.4367 2.0720 0.01 0.01 0.01
H 2.0699 4.1131 1.8103 -0.03 0.01 0.03
H 2.7906 1.3373 -2.0982 -0.02 0.00 0.03
H 1.7468 2.7442 -2.3706 -0.04 -0.05 0.00
H 2.1040 0.0440 -3.6786 0.02 0.00 0.05
H 0.3902 -0.1925 -4.0008 0.04 0.00 -0.01
H 1.5198 -3.5845 -1.1640 0.01 -0.02 0.01
H 2.7476 -4.1942 -2.2957 0.01 -0.03 0.03
H 1.0250 -4.4336 -2.6487 0.00 -0.03 0.02
H 1.9045 -1.8299 -4.9346 0.03 0.02 -0.01
H 2.4299 -3.4710 -4.6161 0.01 0.01 -0.01
H 3.4660 -2.1275 -4.1199 0.01 0.01 -0.03
C -3.5158 -0.0315 0.9871 0.01 -0.05 0.08
C -2.8900 1.3565 0.7385 -0.02 -0.02 0.09
P -2.0299 1.3851 -0.8773 0.15 -0.09 0.25
C -1.4375 3.0790 -1.1371 -0.07 -0.04 0.08
C -1.2825 3.5600 -2.4344 0.00 0.01 -0.11
C -0.7430 4.8192 -2.6539 0.01 0.02 0.02
C -0.3593 5.6111 -1.5800 -0.01 -0.03 0.01
C -0.5207 5.1409 -0.2829 0.00 -0.01 -0.04
C -1.0535 3.8796 -0.0621 0.04 0.00 0.04
C -3.3004 1.0935 -2.1182 0.06 -0.04 -0.14
C -4.5683 1.6639 -2.0282 -0.03 0.04 0.02
C -5.5087 1.4230 -3.0171 0.00 0.00 0.01
C -5.1849 0.6219 -4.1042 0.01 -0.02 -0.02
C -3.9228 0.0544 -4.2041 -0.02 0.03 0.04
C -2.9849 0.2893 -3.2102 -0.06 -0.06 -0.05
P -2.4590 -1.4272 0.3769 0.14 0.24 -0.19
C -2.4442 -2.7028 1.6567 -0.11 -0.06 0.01
C -1.3908 -3.6140 1.6188 0.02 -0.07 0.02
C -1.3228 -4.6474 2.5416 -0.01 0.01 -0.02
C -2.3071 -4.7715 3.5136 -0.02 0.00 -0.01
C -3.3643 -3.8727 3.5506 0.04 -0.02 -0.01
C -3.4380 -2.8449 2.6199 -0.01 0.01 0.09
C -3.3291 -2.1634 -1.0358 -0.13 -0.12 0.12
C -2.5635 -2.8565 -1.9696 0.04 -0.05 -0.05
C -3.1723 -3.4961 -3.0398 0.04 0.01 0.01
C -4.5493 -3.4441 -3.1870 -0.06 0.01 0.00
C -5.3216 -2.7636 -2.2545 0.06 -0.01 -0.02
C -4.7156 -2.1348 -1.1786 0.03 0.02 -0.02
H -4.4943 -0.0916 0.5152 -0.01 0.03 -0.01
H -3.6645 -0.1645 2.0598 -0.01 0.00 -0.05
H -2.1150 1.5323 1.4904 -0.02 0.02 -0.02
H -3.6329 2.1485 0.8502 -0.01 -0.03 -0.05
H -1.5955 2.9630 -3.2832 0.00 -0.03 0.03
H -0.6380 5.1890 -3.6650 0.00 0.01 -0.01
H 0.0449 6.5993 -1.7517 0.01 0.02 -0.01
H -0.2478 5.7642 0.5585 0.00 0.01 0.01
H -1.1638 3.5261 0.9554 -0.01 -0.01 0.00
H -4.8271 2.3047 -1.1936 0.01 0.01 0.01
H -6.4930 1.8650 -2.9451 -0.01 0.01 0.01
H -5.9205 0.4392 -4.8758 -0.01 0.00 -0.01
H -3.6741 -0.5763 -5.0466 0.00 0.00 -0.02
H -2.0101 -0.1791 -3.2711 0.05 0.01 0.03
H -0.6293 -3.5259 0.8494 0.03 0.04 -0.01
H -0.5107 -5.3621 2.4961 0.00 -0.01 0.01
H -2.2614 -5.5795 4.2308 0.01 -0.01 0.02
H -4.1392 -3.9831 4.2969 -0.02 0.01 0.00
H -4.2802 -2.1645 2.6531 0.00 -0.01 -0.02
H -1.4868 -2.9005 -1.8579 0.01 0.03 0.02
H -2.5729 -4.0382 -3.7594 0.01 -0.01 0.00
H -5.0240 -3.9425 -4.0216 -0.01 0.00 -0.01
H -6.3975 -2.7319 -2.3590 -0.01 0.00 0.00
H -5.3420 -1.6300 -0.4557 -0.01 0.01 0.02
N -0.5103 -1.0694 4.3077 0.04 -0.02 0.09
C 0.0882 -1.0198 3.1165 -0.04 0.07 -0.09
O -0.3873 -0.3559 2.1924 0.13 -0.01 -0.17
C 1.3441 -1.8629 3.0146 -0.06 0.06 0.10
I 2.6707 -1.2711 1.4809 0.01 -0.03 -0.02
H -1.3883 -0.5938 4.4390 -0.01 0.00 0.00
H -0.1279 -1.5966 5.0740 -0.03 0.00 0.01
H 1.0549 -2.8917 2.8138 -0.02 -0.01 -0.02
H 1.9029 -1.8342 3.9468 0.00 -0.01 -0.02

Entry 2:
93
Properties=species:S:1:pos:R:3:forces:R:3 method="wB97M-V/def2-TZVPD" smiles="C#CCCCc1c(Cl)c([C@@H](I)[C@@H](C)I)cc2c1C(=O)c1c(CC)ccc(OCCCC)c1C2=O.O=S1(=O)CCCC1.O=S1(=O)CCCC1" total_charge=0 homo_lumo_gap_ev=8.36
C 3.8096 0.4291 2.3137 -0.14 0.35 -0.16
C 3.1407 0.7166 1.3589 -0.06 -0.18 0.18
C 2.3229 1.0685 0.1923 0.67 -0.12 0.10
C 2.5565 0.1097 -0.9834 -0.07 0.04 -0.03
C 1.5148 0.2708 -2.1170 0.34 -0.22 0.36
C 0.9537 1.6558 -2.2985 -0.16 -0.23 -0.15
C 1.7732 2.7445 -2.6033 0.06 0.28 -0.19
Cl 3.4667 2.4549 -2.8758 0.03 -0.08 -0.04
C 1.3019 4.0533 -2.7403 -0.05 0.07 -0.09
C 2.2017 5.2124 -3.0750 0.01 -0.29 0.38
I 1.6449 5.9969 -5.0110 0.10 0.06 0.03
C 2.2738 6.3167 -2.0188 -0.30 0.42 -0.61
C 1.0384 7.1841 -1.7822 0.28 0.11 0.54
I 2.9043 5.4448 -0.1622 0.13 -0.01 0.06
C -0.0543 4.2734 -2.5567 -0.14 -0.21 0.03
C -0.8903 3.2211 -2.2556 -0.02 -0.14 0.00
C -0.4118 1.9139 -2.1513 0.07 0.36 0.25
C -1.4447 0.8611 -1.8858 0.04 0.00 -0.08
O -1.4004 -0.2225 -2.4210 -0.03 -0.17 -0.07
C -2.5554 1.2563 -0.9655 0.04 0.17 0.04
C -3.1418 0.3515 -0.0780 0.07 0.01 -0.31
C -2.7372 -1.0987 0.0411 -0.27 -0.06 0.38
C -2.5127 -1.5259 1.5048 -0.34 -0.11 -0.51
C -4.1705 0.8318 0.7330 -0.01 0.03 0.04
C -4.5880 2.1478 0.6954 0.02 -0.13 -0.13
C -3.9960 3.0373 -0.1901 -0.08 0.21 -0.27
O -4.4225 4.3331 -0.2019 -0.01 -0.07 0.38
C -3.4840 5.2693 0.3655 0.11 -0.10 -0.08
C -4.1691 6.1779 1.3783 -0.27 0.34 -0.15
C -4.3525 7.6389 0.9332 0.31 -0.07 0.35
C -3.1175 8.2543 0.2642 -0.31 0.00 -0.44
C -2.9878 2.5935 -1.0396 -0.05 -0.22 0.21
C -2.3371 3.4961 -2.0306 0.06 -0.23 0.13
O -2.9083 4.3927 -2.5990 -0.07 0.32 -0.04
H 4.3982 0.2892 3.1861 0.03 -0.18 -0.01
H 2.6486 2.0735 -0.0890 -0.34 0.12 -0.09
H 1.2722 1.1071 0.4841 -0.07 0.02 -0.03
H 2.5127 -0.9171 -0.6196 -0.05 0.17 -0.07
H 3.5672 0.2553 -1.3584 0.04 0.05 0.06
H 1.9500 -0.0729 -3.0571 0.02 0.02 -0.06
H 0.7142 -0.4186 -1.8835 -0.19 0.08 -0.18
H 3.2115 4.8595 -3.2368 0.01 -0.03 -0.08
H 3.0872 6.9724 -2.3186 0.14 -0.07 0.09
H 0.3670 6.7394 -1.0510 -0.22 -0.11 -0.21
H 0.5200 7.4244 -2.7074 -0.06 -0.11 -0.08
H 1.3666 8.1262 -1.3423 0.00 0.02 0.01
H -0.4967 5.2535 -2.6492 0.07 0.08 -0.14
H -3.5637 -1.6906 -0.3599 0.07 -0.10 -0.14
H -1.8779 -1.3329 -0.5729 0.10 0.11 0.01
H -2.0003 -0.7452 2.0609 0.16 -0.10 0.13
H -3.4725 -1.7345 1.9757 0.02 0.13 0.21
H -1.9566 -2.4606 1.5323 0.19 0.05 0.10
H -4.6521 0.1467 1.4173 -0.02 0.00 0.07
H -5.3826 2.5075 1.3333 -0.02 0.01 0.05
H -3.0354 5.8221 -0.4591 -0.05 0.11 -0.02
H -2.6783 4.7170 0.8540 -0.01 -0.13 -0.03
H -3.6280 6.1648 2.3248 0.16 -0.03 -0.03
H -5.1566 5.7650 1.5861 0.02 -0.14 0.06
H -5.2220 7.7136 0.2820 0.00 0.08 -0.10
H -4.5710 8.2191 1.8310 -0.20 0.00 0.00
H -3.0506 9.3233 0.4568 0.06 0.02 0.11
H -2.1890 7.7753 0.5735 0.05 0.06 0.17
H -3.1872 8.1529 -0.8201 0.13 -0.08 -0.03
C 3.6399 -5.8938 -1.2568 -0.05 -0.05 0.04
C 2.3650 -5.2946 -1.8644 0.06 0.02 0.00
C 1.5948 -4.6151 -0.7267 -0.14 -0.08 -0.22
S 2.8283 -4.1089 0.4790 0.02 -0.03 -0.12
O 2.6182 -4.8481 1.6987 -0.01 0.14 0.17
O 2.9328 -2.6695 0.5057 -0.03 -0.22 0.19
C 4.2391 -4.8011 -0.3761 0.09 -0.19 -0.17
H 4.3435 -6.2130 -2.0246 0.01 0.01 0.00
H 3.3823 -6.7623 -0.6478 0.00 0.02 0.02
H 2.6320 -4.5561 -2.6238 0.01 0.01 0.02
H 1.7532 -6.0553 -2.3460 -0.01 0.00 0.02
H 1.0506 -3.7326 -1.0556 0.01 0.05 0.10
H 0.9210 -5.3086 -0.2274 0.08 -0.02 0.08
H 4.9528 -5.1682 0.3575 -0.04 0.08 0.08
H 4.6854 -4.0029 -0.9691 -0.02 0.04 0.03
C 0.3681 -8.2210 4.3973 -0.01 -0.07 -0.06
C 1.3953 -9.3113 4.0615 -0.01 0.05 -0.01
C 1.1981 -9.6897 2.5877 0.13 -0.13 0.23
S 0.5372 -8.2223 1.7841 0.05 0.13 0.29
O -0.7984 -8.5052 1.3223 0.02 0.00 -0.13
O 1.5234 -7.6677 0.8927 -0.04 -0.07 -0.38
C 0.4425 -7.2119 3.2556 0.02 0.01 0.27
H 0.5769 -7.7498 5.3563 0.00 0.00 0.00
H -0.6326 -8.6557 4.4463 -0.01 0.02 0.00
H 2.4028 -8.9184 4.2090 0.00 0.02 -0.02
H 1.2857 -10.1827 4.7052 0.01 -0.01 -0.01
H 2.1284 -9.9638 2.0970 -0.04 0.02 -0.10
H 0.4658 -10.4848 2.4632 -0.06 0.06 -0.05
H -0.4250 -6.5606 3.1828 0.00 -0.01 -0.12
H 1.3547 -6.6159 3.2976 -0.01 0.02 -0.09

Entry 3:
112
Properties=species:S:1:pos:R:3:forces:R:3 method="wB97M-V/def2-TZVPD" total_charge=-2 s_squared=12.115 spin_multiplicity=7 homo_lumo_gap_ev="4.27 / 4.35"
Gd 0.2723 1.0609 0.4227 -1.38 0.89 0.01
C 1.3163 -1.7551 6.5132 0.24 -0.74 0.48
C 2.1471 -1.0051 5.5329 0.77 -0.39 0.45
C 3.1464 -0.1426 6.0214 -2.65 1.66 -2.62
C 0.0881 4.2365 3.3490 -0.37 -0.32 -1.22
C 0.6847 3.1739 2.4941 -0.84 2.02 0.75
N 1.5231 3.1640 1.4914 -0.52 -2.05 -1.39
C 1.9232 4.2759 0.7921 1.26 0.57 2.28
C 2.7981 5.1070 1.5529 -0.50 -0.08 -0.44
C 3.0235 6.4086 1.1902 -0.03 0.85 -0.40
C 2.3613 6.9151 0.0339 0.40 -2.18 0.39
C 2.1901 8.3565 -0.2102 0.66 1.80 -0.81
C 1.8122 5.9420 -0.8462 0.16 1.45 0.11
C 1.5673 4.6071 -0.5159 0.86 0.65 0.82
C 1.0354 3.5645 -1.4805 0.39 0.38 0.47
O 0.1181 2.7438 -0.9406 -0.17 -0.34 -0.04
C 2.2731 2.7438 -2.0340 0.26 -0.81 -0.25
F 3.5064 3.1652 -1.6606 -0.89 -0.10 -0.16
F 2.1832 1.4334 -1.6142 0.14 0.90 -0.22
F 2.2581 2.7239 -3.3795 0.43 -0.49 0.30
C 0.3856 4.2988 -2.6654 -1.39 -1.84 -0.42
F -0.3042 3.3502 -3.4221 1.06 1.76 0.46
F 1.2565 4.9611 -3.4330 -0.28 0.08 -0.58
F -0.5227 5.1734 -2.2238 -0.14 -0.01 -0.30
C 2.9426 -0.4853 3.3219 2.10 1.28 1.93
C 1.9844 -1.0309 4.1608 -1.33 -1.62 -0.99
C 3.0377 -0.4707 1.8145 -1.62 -0.85 -0.09
O 1.9499 0.1619 1.2466 1.95 -1.44 0.63
C 3.0827 -1.9296 1.3927 -1.46 -1.67 -1.22
F 1.8075 -2.4631 1.4883 1.42 0.41 -0.02
F 3.8689 -2.6816 2.2016 -0.06 0.26 -0.58
F 3.4700 -2.1236 0.1002 -0.14 0.06 1.29
C 4.3297 0.2087 1.4516 0.10 3.35 0.06
F 4.6455 0.2005 0.1741 -0.17 -0.41 -1.03
F 5.4000 -0.2112 2.1016 0.72 -0.70 0.08
F 4.1343 1.5472 1.7509 0.56 -0.81 -0.49
H 1.9796 -2.4410 7.0907 -0.49 0.11 -0.54
H 0.5160 -2.3135 6.0142 0.12 0.07 0.30
H 0.9180 -1.0911 7.2889 -0.21 0.02 -0.35
H 3.1628 0.2608 7.0189 -0.04 -0.14 0.34
H 0.4851 5.2479 3.5201 -0.34 -0.68 -0.02
H 3.2115 4.6737 2.4675 -0.13 0.18 -0.34
H 3.7141 7.0254 1.8090 -0.80 -0.21 -0.50
H 3.1411 8.9438 -0.2940 -0.43 -0.58 0.14
H 1.6167 8.8874 0.5678 0.03 -0.45 -0.12
H 1.6721 8.5359 -1.1629 0.01 -0.10 0.23
H 1.5374 6.3089 -1.8412 -0.04 -0.03 0.65
H 1.1658 -1.6224 3.7096 0.33 0.55 0.37
N -2.5559 2.0498 3.0351 0.16 -0.06 1.57
C -2.9641 1.2550 2.0048 0.37 -0.29 -2.11
N -4.2516 1.0509 1.7217 1.57 -0.26 -1.39
N -4.1848 0.5560 0.4219 1.07 -0.64 0.36
N -2.9383 0.4085 0.0203 -1.75 1.05 1.62
N -2.1168 0.8798 1.0069 -1.02 -0.23 0.12
C -1.2992 2.6207 3.1349 -0.30 0.34 -0.58
N -1.2084 3.8795 3.6036 1.51 0.39 0.77
N 3.5519 0.7159 5.0688 4.57 0.36 4.32
N 3.9125 0.3105 3.9150 -3.91 -0.18 -2.12
N -0.1815 2.1226 2.5712 -1.25 -1.12 -0.05
H -3.3558 2.4740 3.5101 0.95 0.16 -0.12
C 2.1773 -1.7531 -3.1176 -0.25 0.35 0.88
Si 0.6942 -2.9686 -3.1635 -0.70 0.31 -0.01
C 0.9469 -4.2325 -1.7540 0.54 0.49 0.39
C 0.7188 -3.9803 -4.7909 -0.24 -0.37 -0.35
Ge -1.3409 -1.8303 -2.5698 1.34 0.39 0.06
Si -2.9913 -3.4811 -2.7118 -0.31 0.46 0.35
C -2.8892 -5.0023 -1.5480 0.48 0.05 -0.07
C -4.4602 -2.4427 -2.0519 -0.52 -1.33 -0.57
C -3.3959 -4.1461 -4.4615 0.12 1.15 -0.15
Si -1.7915 -0.1525 -4.2621 -0.02 -0.57 0.37
C -2.6144 1.2423 -3.2271 -0.27 -0.13 -0.52
C -2.9535 -0.6272 -5.7395 0.14 -0.42 0.82
C -0.1302 0.4499 -5.0092 -0.51 0.46 -0.20
H 3.1315 -2.2292 -3.3544 0.08 0.07 -0.15
H 2.2692 -1.3489 -2.0721 -0.11 -0.51 -0.75
H 2.0177 -0.8491 -3.7233 0.13 -0.45 -0.13
H 1.7735 -3.8864 -1.1016 -0.35 -0.16 -0.21
H 1.1810 -5.2440 -2.0618 0.10 -0.32 -0.26
H 0.0505 -4.2717 -1.1344 -0.06 0.04 0.04
H 1.7363 -4.3070 -5.0520 -0.14 -0.20 0.05
H 0.3333 -3.4341 -5.6603 0.13 0.28 0.19
H 0.0337 -4.8628 -4.7412 0.62 0.45 0.27
H -2.8200 -4.7362 -0.4711 0.05 -0.12 -0.69
H -2.0558 -5.6528 -1.8396 0.32 0.30 0.25
H -3.7278 -5.6686 -1.7057 -0.72 0.03 0.07
H -4.2156 -2.0108 -1.0850 -0.04 -0.04 0.13
H -5.3611 -3.0988 -1.9983 0.31 0.45 0.24
H -4.7067 -1.6344 -2.7302 0.02 0.30 -0.19
H -3.3249 -3.3378 -5.2102 0.14 -0.09 0.43
H -4.4199 -4.4596 -4.5241 -0.72 -0.60 0.05
H -2.7343 -4.9158 -4.8246 0.26 -0.50 0.08
H -3.6098 0.9052 -2.8206 1.01 0.33 -0.32
H -2.7452 2.1476 -3.8466 -0.15 -0.18 0.22
H -1.9522 1.5129 -2.3883 -0.36 -0.18 -0.25
H -3.8789 -1.0656 -5.3171 0.45 -0.04 -0.29
H -2.4725 -1.3147 -6.4490 -0.13 -0.12 0.37
H -3.2615 0.2144 -6.3205 -0.21 0.94 -0.41
H 0.5625 0.7013 -4.2075 0.05 0.01 0.03
H -0.2774 1.3596 -5.6086 -0.05 0.05 0.17
H 0.3573 -0.2520 -5.6878 -0.10 -0.32 0.19
S -2.0432 -2.3852 1.3388 -0.26 -0.03 -0.16
C -2.1887 -3.2235 2.7497 -0.01 0.87 -0.81
N -3.2765 -3.0690 3.5779 -0.59 0.47 1.28
C -3.3203 -3.5177 4.8907 0.01 0.31 -1.55
C -2.3675 -4.3682 5.3185 -0.35 -0.14 0.70
C -1.2832 -4.6867 4.4603 0.67 0.38 -1.44
C -1.1666 -4.0861 3.2121 0.40 -1.66 1.86
H -3.9845 -2.3897 3.2704 0.62 -0.40 0.01
H -4.1302 -3.1295 5.4931 -0.07 -0.23 -0.06
H -2.4857 -4.7938 6.3089 0.31 0.07 -0.07
H -0.5127 -5.3797 4.8041 -0.18 0.21 -0.10
H -0.3180 -4.2711 2.5433 -0.42 0.12 0.37